No. 1
The following is a quantum chemistry calculation of a 2-piece molecular cluster, BrH7Si3 overall, from the OMol25 dataset.

Summary:
Energy relative to the best compared isomer or geometry (same formula, charge and spin): 2.005 eV
Molar mass: 171.2 g/mol
Multiplicity: 1

Bonds (Å) are listed after each position.
Atoms and positions in Å:
1 H -1.31375 2.07568 0.48422  Si6 1.491
2 Si -3.19237 0.10270 -1.01066  Si6 2.357, H7 1.482, H8 1.476, H11 1.454
3 H 4.68197 -0.49472 -0.22333  Si10 1.427
4 H 4.12892 0.10663 1.95237  Si10 1.478
5 Br 1.63285 0.58615 0.53496  Si10 2.353
6 Si -2.34867 1.10747 0.94802  H1 1.491, Si2 2.357
7 H -4.49438 -0.51794 -0.66855  Si2 1.482
8 H -3.60537 0.45181 -2.38456  Si2 1.476
9 H 2.96993 -2.02135 1.00641  Si10 1.586
10 Si 3.64763 -0.61050 0.75272  H3 1.427, H4 1.478, Br5 2.353, H9 1.586
11 H -2.10677 -0.78593 -1.39160  Si2 1.454



No. 2
The following is a quantum chemistry calculation of an isolated molecule of C4H7N3O, from the OMol25 dataset.

Summary:
Energy relative to the best compared isomer or geometry (same formula, charge and spin): 5.661 eV
Molar mass: 113.1 g/mol
SMILES: [H]/N=C(\N=C/N)C(C)=O
Multiplicity: 1

Bonds (Å) are listed after each position.
Atoms and positions in Å:
1 C 2.41197 0.27560 -0.36633  N7 1.263, H11 1.211, N12 1.317
2 H 1.55483 -0.97368 0.79194  N7 1.174
3 C -0.95890 -0.49060 -0.15597  C5 1.578, C6 1.529, O13 1.220
4 H -3.21422 -0.31785 -1.11960  C5 1.264
5 C -2.53458 -0.49144 -0.06799  C3 1.578, H4 1.264, H8 1.226, H15 1.331
6 C -0.07531 0.74621 0.01057  C3 1.529, N9 1.459, N12 1.404
7 N 2.62929 -0.69742 0.40919  C1 1.263, H2 1.174, H10 1.050
8 H -3.10456 -1.52600 0.25961  C5 1.226
9 N -1.07699 1.78296 0.23615  C6 1.459, H14 1.057
10 H 3.15105 -1.60770 0.37363  N7 1.050
11 H 3.34367 0.87748 -0.85328  C1 1.211
12 N 1.26194 0.91797 -0.38135  C1 1.317, C6 1.404
13 O -0.37070 -1.55784 -0.21671  C3 1.220
14 H -0.49296 2.66064 0.16104  N9 1.057
15 H -2.52455 0.40167 0.91910  C5 1.331



No. 3
The following is a quantum chemistry calculation of a 7-piece molecular cluster, C21H35Cl12F9O3S overall, from the OMol25 dataset.

Summary:
Molar mass: 964.0 g/mol
Electronic energy: -214040.2958 eV
SMILES: O=C1OC[C@@H](CCCCC(F)(F)C(F)(F)S(F)(F)(F)(F)F)O1.ClCCCl.ClCCCl.ClCCCl.ClCCCl.ClCCCl.ClCCCl
Multiplicity: 1

Bonds (Å) are listed after each position.
Atoms and positions in Å:
1 Cl 0.66694 -1.23485 3.37558  C75 1.781
2 C 0.16443 1.01643 -4.51414  C5 1.626, C15 1.637, F57 1.511, F73 1.519
3 H 3.82924 -6.19809 5.74387  C65 1.095
4 H 0.62536 6.52411 0.13182  C45 1.094
5 C 0.21706 2.57835 -4.06693  C2 1.626, S24 1.843, F40 1.503, F76 1.511
6 H -0.30637 4.31958 0.64806  C59 1.094
7 O 0.97739 1.13102 1.89210  C22 1.337
8 H 0.10346 6.54636 1.82483  C45 1.095
9 C 0.17985 -2.43890 -2.21913  C27 1.624, H42 1.192, C63 1.633, H79 1.195
10 H -1.43325 5.13254 -0.45159  C59 1.095
11 H 3.33087 -1.78650 4.40267  C30 1.095
12 Cl 4.24023 -3.82290 0.11159  C47 1.781
13 H -1.92568 -2.84485 -1.25257  C27 1.186
14 Cl -4.65275 2.43395 -1.32770  C62 1.782
15 C -0.46570 -0.03161 -3.42593  C2 1.637, H31 1.194, C63 1.631, H72 1.187
16 H -6.45386 2.91539 -6.14072  C46 1.094
17 H 1.64377 -0.95673 -3.11980  C63 1.194
18 Cl -6.29284 5.07885 -2.74615  C51 1.781
19 H -0.46746 -3.73309 -0.45927  C27 1.194
20 H 0.84570 -0.23738 -1.57754  C63 1.194
21 Cl 5.88032 -6.46780 1.53003  C36 1.782
22 C 0.19640 0.14962 1.42875  O7 1.337, O50 1.500, O78 1.501
23 H -7.07551 2.25565 -3.75471  C68 1.095
24 S 1.24109 3.05097 -2.60980  C5 1.843, F41 1.748, F44 1.745, F53 1.702, F56 1.709, F61 1.714
25 Cl 2.30703 -3.87975 4.79402  C30 1.782
26 H 4.08800 -4.35285 2.40803  C47 1.095
27 C -0.79163 -2.69052 -0.94290  C9 1.624, H13 1.186, H19 1.194, C52 1.630
28 H -6.44507 4.54891 -0.44971  C51 1.095
29 Cl -2.29788 4.90892 1.73474  C59 1.781
30 C 2.58271 -2.14879 5.11477  H11 1.095, Cl25 1.782, H37 1.094, C75 1.520
31 H -1.19746 0.61594 -2.74049  C15 1.194
32 H 6.58118 -4.66560 2.85627  C36 1.094
33 H 4.42261 -7.98611 7.46597  C48 1.094
34 H 1.48520 -0.31338 5.36949  C75 1.094
35 H -1.87801 0.36763 -0.68899  C49 1.169
36 C 6.15600 -4.73684 1.85078  Cl21 1.782, H32 1.094, C47 1.520, H55 1.095
37 H 3.00789 -2.07755 6.12026  C30 1.094
38 H 0.51471 -1.76479 5.67202  C75 1.095
39 H -3.62891 4.52720 -1.71905  C62 1.095
40 F 0.63415 3.37955 -5.26816  C5 1.503
41 F 2.30775 3.92258 -3.68630  S24 1.748
42 H 1.13979 -3.14198 -2.14892  C9 1.192
43 H -5.47458 6.00032 -0.75224  C51 1.094
44 F 0.29464 4.51171 -2.48124  S24 1.745
45 C -0.24624 6.46765 0.79062  H4 1.094, H8 1.095, C59 1.520, Cl80 1.782
46 C -6.03359 2.03156 -5.65176  H16 1.094, Cl60 1.782, C68 1.520, H70 1.095
47 C 4.87180 -3.92686 1.77377  Cl12 1.781, H26 1.095, C36 1.520, H66 1.094
48 C 5.18333 -7.36301 6.98645  H33 1.094, H54 1.095, C65 1.520, Cl69 1.782
49 C -1.82871 -0.32411 0.25216  H35 1.169, O50 1.495, C52 1.666, H71 1.171
50 O -1.28811 0.36339 1.46435  C22 1.500, C49 1.495
51 C -5.66127 4.97489 -1.08396  Cl18 1.781, H28 1.095, H43 1.094, C62 1.520
52 C -0.74518 -1.59018 0.25867  C27 1.630, C49 1.666, H58 1.194, O78 1.494
53 F 2.32007 1.73859 -2.71244  S24 1.702
54 H 5.99457 -7.20413 7.70389  C48 1.095
55 H 6.90416 -4.37456 1.13868  C36 1.095
56 F 0.22593 2.31882 -1.44576  S24 1.709
57 F 1.41890 0.51473 -5.19153  C2 1.511
58 H -1.18104 -2.21882 1.17560  C52 1.194
59 C -0.99288 5.16544 0.54995  H6 1.094, H10 1.095, Cl29 1.781, C45 1.520
60 Cl -4.45339 2.51479 -4.98501  C46 1.782
61 F 2.19275 3.65468 -1.31795  S24 1.714
62 C -4.37708 4.16491 -1.00696  Cl14 1.782, H39 1.095, C51 1.520, H81 1.094
63 C 0.60002 -0.89455 -2.54367  C9 1.633, C15 1.631, H17 1.194, H20 1.194
64 H -7.97902 1.37670 -5.00015  C68 1.094
65 C 4.56703 -6.04753 6.53827  H3 1.095, C48 1.520, Cl67 1.781, H74 1.094
66 H 5.05849 -2.90143 2.10550  C47 1.094
67 Cl 5.79133 -4.89882 5.94321  C65 1.781
68 C -6.98424 1.53562 -4.57404  H23 1.095, C46 1.520, H64 1.094, Cl77 1.781
69 Cl 5.83144 -8.30329 5.61862  C48 1.782
70 H -5.86007 1.26926 -6.41783  C46 1.095
71 H -2.83661 -0.84454 0.54310  C49 1.171
72 H -1.17374 -0.78495 -4.00989  C15 1.187
73 F -0.84050 0.99440 -5.65297  C2 1.519
74 H 4.06523 -5.56540 7.38216  C65 1.094
75 C 1.29851 -1.33881 5.03776  Cl1 1.781, C30 1.520, H34 1.094, H38 1.095
76 F -1.21212 2.99439 -3.80761  C5 1.511
77 Cl -6.46540 -0.02223 -3.88378  C68 1.781
78 O 0.56922 -1.17806 0.83699  C22 1.501, C52 1.494
79 H -0.40651 -2.83493 -3.18168  C9 1.195
80 Cl -1.25195 7.89547 0.43706  C45 1.782
81 H -3.95189 4.23615 -0.00146  C62 1.094